a:
DFT (ωB97M-V/def2-TZVPD) results for a cluster of 2 separate species, C4H9NO3 in total.

Structure (ORCA input):
```
! wB97M-V def2-TZVPD RIJCOSX def2/J DEFGRID3
* xyz 0 1
C -1.5347 0.3855 1.3553
N -0.5143 1.1636 0.9137
C 0.4199 1.7571 1.8573
C -0.5752 1.6595 -0.4536
C -0.3333 0.5886 -1.4931
O -0.0893 0.9112 -2.6305
O -2.3988 -0.0717 0.6381
H -1.4900 0.2060 2.4355
H 0.5366 2.8186 1.6381
H 0.0634 1.5779 2.8703
H 1.3828 1.3131 1.7954
H 0.1705 2.4387 -0.6040
H -1.5392 2.1260 -0.6103
H -0.3214 -0.4741 -1.2343
H 1.6428 -4.8726 -2.4235
H 2.7671 -5.7768 -1.9844
O 1.8131 -5.7504 -2.0699
*
```

Values from the calculation:
**Kohn-Sham gap**: 10.21 eV
**SMILES**: CN(C=O)CC=O.O
**HOMO energy**: -9.643 eV

b:
DFT (ωB97M-V/def2-TZVPD) results for the molecule C4H9NO3.

Structure (ORCA input):
```
! wB97M-V def2-TZVPD RIJCOSX def2/J DEFGRID3
* xyz 0 1
C -1.9475 -0.6798 0.4987
C -0.4712 -0.7713 0.6547
C 0.2331 -1.6242 1.3761
O 0.6258 -0.4997 -0.9448
H 0.1248 -0.6887 -1.7527
H -2.3805 -0.3033 1.4249
H -2.2471 0.0347 -0.2664
H -2.3815 -1.6453 0.2353
H -0.2958 -2.3142 2.0182
H 1.3067 -1.6885 1.3034
C 0.6029 0.9859 -0.5685
N 1.9699 1.4381 -0.6240
O -0.1601 1.6760 -1.5137
O -0.0019 0.9224 0.5999
H 0.4509 2.0199 -2.1783
H 2.0168 2.3409 -0.1621
H 2.5546 0.7972 -0.1005
*
```

Values from the calculation:
**Kohn-Sham gap**: 9.15 eV
**SMILES**: C=C(C)OC(N)(O)O
**HOMO energy**: -8.488 eV

Here are the energies relative to the best structure, in eV: a 0.000; b 2.320.

a:
DFT (ωB97M-V/def2-TZVPD) results for a cluster of 2 separate species, C4H9NO2 in total.

Structure (ORCA input):
```
! wB97M-V def2-TZVPD RIJCOSX def2/J DEFGRID3
* xyz 0 1
C 0.6424 -0.0236 0.1225
C 1.8296 0.8129 -0.3010
C -1.7740 0.0520 0.0198
N 0.9676 -0.9819 1.0962
C -0.6089 0.6854 0.3383
O -2.9548 0.7099 0.0949
O -1.7962 -1.1145 -0.5748
H -0.6949 -1.1824 -1.0482
H -3.6288 0.1305 -0.2864
H 0.3197 -0.8102 -1.0581
H 1.7498 -1.5775 0.8575
H 0.1747 -1.5289 1.4031
H -0.6056 1.7487 0.5165
H 2.1247 1.4554 0.5310
H 2.6832 0.1858 -0.5581
H 1.5714 1.4384 -1.1533
*
```

Values from the calculation:
**Kohn-Sham gap**: 8.99 eV
**HOMO energy**: -8.296 eV

b:
DFT (ωB97M-V/def2-TZVPD) results for a structure of composition C4H9NO2.

Structure (ORCA input):
```
! wB97M-V def2-TZVPD RIJCOSX def2/J DEFGRID3
* xyz 0 1
C 0.2265 -0.6891 1.7127
C 0.2154 0.1097 0.4134
C 1.1354 -0.5033 -0.6494
O 1.4846 0.3805 -1.6752
N -1.1679 0.2306 -0.0846
C -1.7535 1.2432 -1.2036
O -0.9816 1.7430 -1.9662
H -0.4816 -0.2720 2.4351
H 1.2241 -0.6803 2.1629
H -0.0487 -1.7355 1.5275
H 0.5635 1.1341 0.5938
H 2.0723 -0.8033 -0.1656
H 0.6592 -1.4259 -1.0307
H 0.6814 0.8365 -1.9838
H -1.6910 -0.6472 -0.1100
H -2.1383 1.0790 0.0238
*
```

Values from the calculation:
**Kohn-Sham gap**: 9.86 eV
**HOMO energy**: -9.079 eV

c:
DFT (ωB97M-V/def2-TZVPD) results for a cluster of 2 separate species, C4H9NO2 in total.

Structure (ORCA input):
```
! wB97M-V def2-TZVPD RIJCOSX def2/J DEFGRID3
* xyz 0 1
C -1.8775 0.8846 0.7039
C -1.9141 -0.5544 0.2070
N -0.5694 -1.0725 -0.0235
C 0.2915 -1.4291 0.7508
O 1.1994 -1.7931 1.3984
O 1.3748 0.4751 -1.7332
C 2.5635 0.4288 -0.9736
H -1.4349 1.5439 -0.0484
H -2.8914 1.2318 0.9268
H -1.2816 0.9594 1.6197
H -2.4223 -1.2045 0.9270
H -2.4578 -0.6236 -0.7380
H 0.7239 -0.1255 -1.3525
H 3.3804 -0.0182 -1.5561
H 2.8562 1.4502 -0.7047
H 2.4699 -0.1440 -0.0416
*
```

Values from the calculation:
**Kohn-Sham gap**: 10.62 eV
**SMILES**: CCN=C=O.CO
**HOMO energy**: -10.002 eV

Here are the energies relative to the best structure, in eV: a 1.574; b 2.982; c 0.000.

a:
DFT (ωB97M-V/def2-TZVPD) results for a cluster of 2 separate species, C4H12OP2 in total.

Structure (ORCA input):
```
! wB97M-V def2-TZVPD RIJCOSX def2/J DEFGRID3
* xyz 0 1
C 1.0463 -1.4760 2.5993
C 1.7291 1.2461 -1.2964
C 0.4922 -1.2227 1.2164
C 0.8048 0.1876 -0.6075
O 1.2559 -0.1371 0.5969
P -0.9792 0.4075 -1.1285
P -3.9224 0.9833 -1.4286
H 2.0760 -1.2309 2.5087
H 0.5270 -0.8856 3.2514
H 0.9483 -2.4691 2.7681
H 2.5887 1.6609 -0.7851
H 1.2834 2.2073 -1.4304
H 2.0822 0.8080 -2.1607
H -0.5669 -1.0340 1.3497
H 0.7417 -2.0011 0.3858
H -0.6915 0.8283 -2.4948
H -1.1575 -1.0039 -1.7699
H -4.8602 0.8613 -0.2788
H -3.3978 2.2703 -1.2955
*
```

Values from the calculation:
**Kohn-Sham gap (spin up / spin down)**: 5.96 / 8.41 eV
**HOMO energy (spin up / spin down)**: -6.782 / -7.763 eV

b:
DFT (ωB97M-V/def2-TZVPD) results for the molecule C4H12OP2.

Structure (ORCA input):
```
! wB97M-V def2-TZVPD RIJCOSX def2/J DEFGRID3
* xyz 0 1
C -0.7207 0.3523 1.8791
C 2.8729 -0.6785 0.3411
C -1.0823 -1.0405 -0.6746
C -1.8425 1.6083 -0.8181
O 0.7707 0.9843 -0.6651
P 2.3044 1.0639 -0.0479
P -0.7955 0.5126 0.1630
H -0.5478 1.2272 2.4898
H -0.1908 -0.5546 2.0266
H 2.5281 -1.2874 -0.6744
H 2.3157 -1.2009 1.1419
H 3.8968 -0.6899 0.5423
H -0.0873 -1.4902 -0.8723
H -1.6816 -1.7913 -0.0812
H -1.5996 -0.9051 -1.6145
H -2.7430 1.1182 -1.0491
H -2.0243 2.5708 -0.3753
H -1.3465 1.4895 -1.7936
H 1.8617 1.3281 1.4131
*
```

Values from the calculation:
**Kohn-Sham gap**: 8.73 eV
**SMILES**: C=P(C)(C)OPC
**HOMO energy**: -7.946 eV

Here are the energies relative to the best structure, in eV: a 4.088; b 0.000.

a:
DFT (ωB97M-V/def2-TZVPD) results for a cluster of 2 separate species, C7H14N2 in total.

Structure (ORCA input):
```
! wB97M-V def2-TZVPD RIJCOSX def2/J DEFGRID3
* xyz 0 1
C -1.3272 -1.2962 -1.6458
C -0.4071 1.1925 -1.4602
C -0.2759 -0.2450 -1.4589
C 1.7112 0.7735 -0.9336
N 0.8073 1.7633 -1.2453
N 1.0691 -0.3847 -1.1500
H -1.1741 1.7801 -1.8886
H 1.2983 2.6079 -1.3077
H -1.4174 -1.9821 -0.6557
H -1.0276 -1.8729 -2.4833
H 2.7475 0.8764 -0.5904
H -2.3411 -0.7824 -1.5959
C -0.5402 -0.6797 1.7272
C -1.4546 -0.3407 2.9195
C 0.9005 -0.4898 1.9988
H -0.7533 -1.7252 1.4487
H -1.0073 -0.0099 0.9271
H -0.8828 0.0444 3.7861
H 1.2708 -0.8198 3.0043
H -2.0208 -1.2226 3.2272
H -2.3058 0.3038 2.9261
H 1.4572 -0.9436 1.2057
H 1.3814 0.6086 1.8813
*
```

Values from the calculation:
**Kohn-Sham gap**: 9.24 eV
**SMILES**: Cc1c[nH]cn1.CCC
**HOMO energy**: -8.334 eV

b:
DFT (ωB97M-V/def2-TZVPD) results for a cluster of 2 separate species, C7H14N2 in total.

Structure (ORCA input):
```
! wB97M-V def2-TZVPD RIJCOSX def2/J DEFGRID3
* xyz 0 1
C -0.7599 2.5270 0.8417
C -1.0311 1.3287 1.7689
C -0.8084 2.0982 -0.6241
H -1.6450 3.1475 0.9898
H 0.0489 3.1806 1.1729
H -0.4550 1.3756 2.7038
H -0.3416 1.1192 -0.8289
H -1.8381 2.0563 -0.9800
H -0.2957 2.8365 -1.2221
H -2.0843 1.1109 2.0268
H -0.7585 0.3812 1.2963
C 0.2167 -2.6876 -2.1445
C 2.3045 -1.1290 0.2779
C 0.7410 -1.9609 -0.9887
C 0.1271 -1.4242 0.1098
N 2.1113 -1.8292 -0.8047
N 1.1257 -1.0264 0.9692
H 3.2185 -0.8499 0.7655
H 0.9471 -0.6877 1.8968
H -0.8632 -1.0857 0.2927
H 0.8627 -2.5130 -3.0207
H -0.7674 -2.2257 -2.3157
H -0.0552 -3.7423 -2.1826
*
```

Values from the calculation:
**Kohn-Sham gap**: 9.46 eV
**SMILES**: Cc1c[nH]cn1.CCC
**HOMO energy**: -8.571 eV

Here are the energies relative to the best structure, in eV: a 1.290; b 0.000.

a:
DFT (ωB97M-V/def2-TZVPD) results for a cluster of 2 separate species, C7H14N2 in total.

Structure (ORCA input):
```
! wB97M-V def2-TZVPD RIJCOSX def2/J DEFGRID3
* xyz 0 1
C -2.2647 -1.8121 -2.0702
C -1.4988 -0.0259 0.8812
C -1.7953 -0.6615 -1.2284
C -1.6822 0.6803 -1.2375
N -1.5351 -1.0720 0.1323
N -1.5808 1.1407 0.0724
H -1.4141 -0.0148 1.8198
H -1.3436 2.0371 0.4847
H -1.8422 1.4351 -2.0148
H -1.8898 -1.8685 -3.0590
H -3.3473 -2.0199 -2.0723
H -1.9376 -2.8349 -1.5485
C 2.6398 0.0567 1.0280
C 2.2675 1.1811 1.9720
C 3.9516 0.2892 0.1585
H 2.7584 -0.9004 1.5450
H 1.8146 -0.1359 0.1957
H 1.7065 1.9549 1.6049
H 4.9436 0.2628 0.5258
H 3.8436 -0.3801 -0.7811
H 3.2432 1.6191 2.3348
H 1.6435 0.8084 2.7485
H 3.9263 1.3100 -0.2381
*
```

Values from the calculation:
**Kohn-Sham gap**: 9.59 eV
**SMILES**: Cc1c[nH]cn1.CCC
**HOMO energy**: -8.780 eV

b:
DFT (ωB97M-V/def2-TZVPD) results for a structure of composition C7H14N2.

Structure (ORCA input):
```
! wB97M-V def2-TZVPD RIJCOSX def2/J DEFGRID3
* xyz 0 1
C -2.9507 -0.3391 -0.4573
C 0.2355 -1.8406 -0.9516
C -0.3901 1.3928 1.5181
C 2.2876 1.3468 -0.6984
N -2.0222 -0.9109 0.4914
C -0.1831 -0.7788 -0.0242
C -0.0143 0.2470 0.6863
C 1.8736 0.3093 0.3018
N 2.6295 -0.3932 1.0262
H -2.1316 -1.9240 0.5358
H 3.6241 -0.1352 0.9418
H -3.0473 0.7370 -0.2801
H -3.9564 -0.7731 -0.3513
H -2.6593 -0.4797 -1.5138
H 1.0933 -1.5407 -1.5573
H -0.5983 -2.0846 -1.6158
H 0.5080 -2.7420 -0.3969
H 0.3438 1.5319 2.3163
H -0.4339 2.3071 0.9207
H -1.3643 1.2016 1.9685
H 2.0880 2.3443 -0.2982
H 1.7124 1.2459 -1.6220
H 3.3554 1.2782 -0.9399
*
```

Values from the calculation:
**Kohn-Sham gap**: 8.62 eV
**HOMO energy**: -7.742 eV

c:
DFT (ωB97M-V/def2-TZVPD) results for a cluster of 2 separate species, C7H14N2 in total.

Structure (ORCA input):
```
! wB97M-V def2-TZVPD RIJCOSX def2/J DEFGRID3
* xyz 0 1
C -1.6746 2.3844 -0.4051
C 1.0934 2.3154 1.7198
C -0.3032 2.2784 0.1534
C 0.9081 2.3117 -0.4724
N -0.2044 2.2630 1.5296
N 1.8048 2.4592 0.5763
H 1.5571 2.5305 2.6592
H 2.7940 2.6064 0.4739
H 1.0438 2.3129 -1.5376
H -2.0760 1.6134 -1.0724
H -1.8064 3.3251 -0.9507
H -2.4111 2.3844 0.3978
C 0.1847 -4.2477 -0.7515
C -0.5528 -3.7182 -2.0127
C -0.7307 -3.9880 0.4392
H 0.1519 -5.3342 -0.9222
H 1.2551 -4.0634 -0.7056
H -1.6335 -3.8001 -2.0066
H -1.5286 -4.7340 0.5314
H -0.0444 -4.2227 -2.8253
H -0.3887 -2.6507 -2.1400
H -0.1051 -4.0333 1.3359
H -1.3363 -3.0783 0.3836
*
```

Values from the calculation:
**Kohn-Sham gap**: 9.40 eV
**SMILES**: Cc1c[nH]cn1.CCC
**HOMO energy**: -8.602 eV

d:
DFT (ωB97M-V/def2-TZVPD) results for a cluster of 2 separate species, C7H14N2 in total.

Structure (ORCA input):
```
! wB97M-V def2-TZVPD RIJCOSX def2/J DEFGRID3
* xyz 0 1
C 1.8825 2.8703 -1.0764
C 0.8559 -0.5204 -0.9176
C 1.1859 1.5652 -1.3553
C 0.0652 1.1884 -2.0548
N 1.6995 0.4519 -0.6736
N -0.1461 -0.1302 -1.7381
H 1.0496 -1.4947 -0.5146
H -0.5611 -0.8043 -2.3732
H -0.6202 1.8015 -2.6108
H 2.0383 3.3866 -2.0256
H 2.8632 2.6820 -0.6536
H 1.2618 3.4085 -0.3655
C -1.1505 -1.3905 1.8831
C -1.6380 -2.8508 1.8006
C -1.8696 -0.5997 2.9711
H -0.0779 -1.3486 2.0232
H -1.3299 -0.9947 0.8778
H -2.7258 -2.8367 1.7422
H -1.9104 -1.2063 3.8776
H -1.2623 0.2546 3.2982
H -1.3430 -3.4320 2.6752
H -1.1686 -3.3323 0.9423
H -2.8111 -0.1848 2.6345
*
```

Values from the calculation:
**Kohn-Sham gap**: 9.52 eV
**SMILES**: Cc1c[nH]cn1.CCC
**HOMO energy**: -8.666 eV

Here are the energies relative to the best structure, in eV: a 1.540; b 4.637; c 0.475; d 0.000.